Record 1
Molecular formula: C27H30F5N5O5SSeTeW
Method: DFT, wB97M-V/def2-TZVPD

Calculated values
net charge = -2
gap between HOMO and LUMO = 5.955 eV
relative energy (zero: lowest compared OMol25 entry of this formula, charge and spin) = 140.6 kcal/mol
highest occupied orbital energy = -2.591 eV
calculated total energy = -5330.909783 Ha

Each line ends with the Löwdin charge.
Cartesian coordinates (Å):
H  3.79198  -0.34387  -0.50188  0.093
O  -2.43703  -0.69955  -1.42648  -0.380
C  1.11851  0.97524  -3.08595  -0.184
C  2.90265  5.56724  1.05403  -0.191
H  -1.78098  0.68872  2.45769  0.080
H  1.72069  1.23340  -3.96073  0.110
C  1.67980  4.93854  1.15499  -0.150
C  2.02272  0.49675  -1.95525  -0.235
N  1.34781  0.54915  -0.65858  -0.084
H  5.44504  0.01113  1.05385  0.096
H  0.57755  -0.85521  -4.07674  0.119
S  -3.17755  1.06348  -2.07827  0.767
H  -2.17145  -1.59630  2.24674  0.059
H  2.37059  -0.52318  -2.16468  0.123
H  -2.60880  -3.30975  -4.89681  0.095
C  4.46961  0.40280  1.32920  -0.104
H  1.22592  1.94196  3.39201  0.099
Se  -0.45346  3.18476  0.35611  0.764
H  0.78837  -3.14888  0.54114  0.110
O  -3.26114  1.09335  -3.52549  -0.280
C  -1.05331  -2.49649  -0.98986  -0.189
H  4.13674  4.24007  -1.61831  0.093
N  0.09272  0.40683  1.56524  -0.138
C  -2.01731  -2.02145  -3.41280  0.008
O  -4.45356  0.79209  -1.55043  -0.311
C  1.93517  1.44417  2.74636  -0.017
C  -0.71117  -0.78317  3.60305  -0.161
F  -6.36530  -0.56090  1.01608  -0.477
H  3.19034  6.30058  1.80246  0.088
H  0.33554  -1.03017  3.83339  0.108
C  -1.77757  -4.52172  -3.35117  -0.130
C  -0.53326  -2.96390  2.23988  -0.181
C  0.09481  -0.09511  -3.44132  -0.252
C  1.35512  0.75883  1.65668  -0.281
C  -0.75843  0.49204  2.76387  -0.213
W  -0.84987  0.33882  -0.39746  1.748
F  -4.94524  -1.74456  -0.82767  -0.594
N  -0.63787  -1.71241  0.05233  -0.096
H  0.94635  -1.65316  1.41408  0.087
H  -1.19216  -0.54759  4.55482  0.109
H  0.60270  1.88497  -2.75979  0.088
C  3.25738  1.62937  3.08428  -0.091
C  -1.43442  -1.96937  2.95610  -0.201
H  -0.70415  -4.35346  -0.12217  0.081
H  -2.03443  -2.49761  3.69755  0.112
O  -2.27313  0.92092  0.46192  -0.702
F  -4.98721  1.56061  1.01653  -0.570
C  3.47738  0.17806  0.39269  -0.027
H  -1.14156  -5.79190  -1.85378  0.090
H  2.91420  1.13231  -1.89176  0.104
F  -4.39996  -2.26375  1.63438  -0.554
Te  -4.45775  -0.41241  0.78767  2.021
F  -4.20250  -0.09415  2.78614  -0.536
H  3.40595  2.25341  3.96063  0.100
C  2.21572  3.75861  -0.81383  -0.117
H  5.34866  1.28005  3.04233  0.083
O  -1.60850  1.43672  -1.94629  -0.531
N  -0.26302  -0.73506  -2.19418  -0.135
H  -0.73347  0.33426  -4.01536  0.101
H  -1.94248  -5.38752  -3.98264  0.078
H  -1.14481  -3.80911  1.91722  0.102
C  1.28536  3.98463  0.20011  -0.628
C  -2.13921  -3.25510  -3.91831  -0.091
H  1.99269  3.07254  -1.61760  0.067
C  4.41635  1.10811  2.51905  -0.130
H  -2.42351  -1.20222  -3.99414  0.100
C  -1.01123  -3.85631  -1.03125  -0.029
C  -1.31359  -4.74804  -2.10240  -0.107
H  1.02162  5.17562  1.98165  0.085
N  3.79735  5.33380  0.08664  0.021
C  2.10987  0.52248  0.41447  -0.254
H  0.22995  -3.35453  2.92713  0.108
C  3.42562  4.43497  -0.81885  -0.181
H  -0.45440  1.34374  3.37325  0.095
C  0.21358  -2.36510  1.04612  -0.216
C  -1.40761  -1.56216  -2.13764  -0.447

Record 2
Molecular formula: C27H30F9NO27P
Method: DFT, wB97M-V/def2-TZVPD

Calculated values
net charge = -1
gap between HOMO and LUMO = 7.101 eV
highest occupied orbital energy = -5.382 eV
calculated total energy = -4373.483855 Ha

Each line ends with the Löwdin charge.
Cartesian coordinates (Å):
H  -6.10716  -3.12917  -4.41085  0.135
C  0.62962  8.13938  4.78653  -0.042
O  0.13303  -1.03204  6.27821  0.182
H  -3.99127  -0.76056  5.41097  0.136
C  0.53441  6.48376  6.32360  -0.542
H  4.11954  -2.61247  2.16815  0.026
C  3.94732  -6.21569  -7.18455  -0.313
O  1.74842  5.58154  -3.17179  0.157
O  1.43166  3.50630  -2.36257  0.078
C  -2.42401  0.06207  -0.50770  -0.027
O  -0.19888  -3.18568  -5.14622  0.092
N  1.57909  -1.67817  2.61998  0.100
F  -3.63027  -3.35530  -5.32900  0.066
O  1.81747  5.17906  -0.95418  0.119
H  1.97018  4.20752  5.05905  0.127
F  -2.62688  -1.07980  2.79828  0.092
F  -0.26968  9.74811  6.30392  0.074
H  2.58027  2.49716  -0.94317  0.140
C  4.53434  -1.67499  1.80094  -0.281
H  -6.54545  -2.22861  -2.93762  0.141
H  -1.68752  -1.86480  -5.72584  0.149
H  1.58500  9.06059  6.54638  0.173
H  0.32316  4.27392  0.12072  0.173
H  1.39599  8.56045  4.14259  0.142
C  -0.45640  -4.37539  -5.71820  -0.544
O  4.34026  1.59746  3.40026  0.156
F  -8.35522  -4.23065  -4.18923  0.071
C  1.67768  4.82011  -2.26228  -0.572
C  3.19724  4.76736  3.35906  -0.309
H  2.55465  -5.58757  -5.62061  0.112
H  -2.15217  -0.99064  -0.42585  0.138
H  -1.58563  0.65544  -0.15070  0.106
O  0.53410  5.40766  6.81148  0.190
C  3.54964  -5.37581  -5.99122  -0.042
O  -1.01471  -1.34726  4.36181  0.123
F  2.10532  4.05800  0.98460  0.054
O  3.98592  0.68373  0.65897  -0.333
O  -3.64381  0.31409  0.24258  0.073
F  3.51397  5.92680  4.00211  0.056
O  -5.83441  0.26574  -0.27100  0.145
O  0.90381  6.76125  5.05015  0.049
C  -0.87390  -0.97538  5.65957  -0.552
C  -1.45114  -2.52807  -4.89317  -0.034
C  1.57211  2.89710  -1.05457  -0.022
H  1.25521  -1.27842  3.48600  0.067
O  0.36043  -5.11077  -6.16903  0.160
H  0.84657  2.10461  -0.89352  0.099
H  -1.43796  -1.97337  -3.96301  0.121
C  -6.36102  -3.21489  -3.35396  -0.045
O  -4.26337  0.10866  -1.87902  0.111
H  -2.70905  -2.48708  4.20193  0.173
C  1.79745  -0.66150  1.63567  -0.566
O  0.17684  7.63302  6.96553  0.135
H  -2.52600  -4.14065  -3.85661  0.176
C  3.71655  2.59354  3.55583  -0.536
H  2.36000  -2.28851  2.77847  0.034
F  3.69220  -5.60539  -8.36846  0.071
H  3.63579  -4.31280  -6.21759  0.149
O  0.25523  -1.69175  0.13033  -0.027
O  6.66680  -6.50626  -5.19656  0.175
C  -4.68703  0.23078  -0.58671  -0.576
O  4.55337  -5.74519  -5.03095  0.079
C  -5.55813  -5.18267  -2.58347  -0.553
C  -2.40511  -3.69573  -4.84468  -0.298
C  -2.99932  -0.47904  5.07004  -0.050
H  -2.73987  1.44917  -2.19311  0.171
O  -2.06264  -0.53964  6.15122  0.064
C  -7.49748  -4.19076  -3.13891  -0.313
O  -5.28787  -3.85949  -2.65717  0.063
O  -6.82101  -5.42845  -3.04112  0.130
C  0.61230  8.72680  6.18231  -0.313
O  4.25884  3.84992  3.52611  0.139
H  4.46006  0.84526  1.48626  0.008
P  3.38894  -0.85426  0.62692  0.957
O  2.39131  2.66771  3.74041  0.073
F  1.78069  0.57561  2.29452  -0.031
O  -1.79396  -4.63067  -5.71698  0.137
C  5.62929  -6.21947  -5.68954  -0.559
H  -8.07346  -4.02484  -2.22735  0.172
O  0.38038  0.55178  0.19011  -0.091
C  0.68014  -0.61174  0.55243  -0.722
C  2.02966  4.02958  3.98573  -0.046
C  -2.87218  0.40563  -1.90460  -0.289
H  -3.02001  0.52973  4.65653  0.144
H  4.83638  -1.04221  2.63656  0.038
H  -0.34753  8.23429  4.31145  0.145
O  5.34879  -6.34077  -7.02134  0.122
H  5.42116  -1.92664  1.21939  0.027
H  3.50191  -7.21134  -7.20604  0.172
O  -4.81736  -6.00770  -2.17370  0.185
C  1.36335  4.09376  -0.15521  -0.277
H  3.07947  4.98360  2.29634  0.147
F  -2.28984  -0.38064  -2.85139  0.055
C  -2.39641  -1.44908  4.07375  -0.309
H  1.07177  4.25178  3.52654  0.138

> Which of these has the highest calculated total energy?

C27H30F9NO27P